# 1
A 11-piece molecular cluster, C66H165N11O22 overall, computed with ωB97M-V with the def2-TZVPD basis set.

Properties
* Kohn-Sham gap (spin up / spin down): 7.7 / 2.4 eV
* multiplicity: 2
* <S²>: 0.7545
* charge: +1
* HOMO energy (spin up / spin down): -9.879 / -9.879 eV

Atoms and positions in Å:
C -0.50 -6.39 -6.47
O -1.08 -6.22 -7.72
C -0.92 -7.31 -8.70
C -1.37 -7.06 -10.08
N -1.20 -8.07 -11.06
C -2.35 -8.94 -11.17
C -2.02 -10.09 -12.12
O -1.87 -9.68 -13.40
C -3.08 -9.59 -14.14
H -0.45 -7.41 -6.11
H -0.94 -5.72 -5.73
H 0.55 -6.12 -6.56
H -1.23 -8.34 -8.55
H 0.16 -7.45 -8.71
H -0.68 -6.24 -10.30
H -2.41 -6.74 -10.03
H -0.87 -7.75 -11.95
H -3.19 -8.37 -11.57
H -2.68 -9.23 -10.17
H -2.83 -10.80 -11.94
H -1.08 -10.56 -11.81
H -2.90 -9.48 -15.21
H -3.79 -8.86 -13.74
H -3.52 -10.58 -14.08
C -0.67 3.93 -3.95
O -0.82 3.45 -5.25
C -1.85 2.48 -5.60
C -1.32 1.60 -6.77
N -0.30 0.63 -6.29
C -0.12 -0.30 -7.45
C 0.72 -1.45 -6.87
O 1.50 -2.16 -7.87
C 0.80 -3.16 -8.52
H 0.02 4.78 -3.96
H -0.47 3.20 -3.16
H -1.62 4.28 -3.55
H -2.74 3.08 -5.79
H -2.10 1.81 -4.77
H -0.76 2.16 -7.52
H -2.19 1.08 -7.16
H 0.60 1.05 -6.15
H 0.48 0.12 -8.26
H -1.11 -0.70 -7.67
H 0.23 -2.17 -6.21
H 1.56 -1.01 -6.32
H 1.39 -3.44 -9.40
H -0.19 -2.76 -8.73
H 0.56 -4.01 -7.89
C 6.20 -4.47 -1.81
O 6.29 -4.81 -0.42
C 5.33 -5.82 -0.07
C 5.46 -6.31 1.36
N 5.05 -5.25 2.29
C 3.57 -5.04 2.35
C 3.16 -3.99 3.41
O 4.00 -2.80 3.40
C 3.59 -1.62 2.69
H 5.37 -3.77 -1.92
H 5.97 -5.35 -2.40
H 7.11 -3.93 -2.11
H 5.51 -6.74 -0.64
H 4.32 -5.47 -0.30
H 6.42 -6.77 1.62
H 4.75 -7.10 1.63
H 5.55 -4.39 2.11
H 3.17 -6.01 2.64
H 3.19 -4.57 1.44
H 3.31 -4.48 4.37
H 2.12 -3.67 3.37
H 4.03 -0.77 3.21
H 2.52 -1.41 2.67
H 3.96 -1.74 1.67
C -2.21 7.61 7.71
O -2.94 7.27 6.55
C -2.14 6.88 5.47
C -3.15 6.09 4.52
N -2.51 5.37 3.44
C -2.35 6.35 2.37
C -1.72 5.78 1.11
O -2.41 4.72 0.48
C -1.92 4.27 -0.77
H -2.85 7.92 8.54
H -1.51 8.39 7.42
H -1.56 6.81 8.05
H -1.41 6.15 5.82
H -1.62 7.70 4.97
H -3.98 6.57 4.02
H -3.67 5.28 5.03
H -3.05 4.63 3.02
H -1.71 7.19 2.62
H -3.36 6.63 2.07
H -0.73 5.44 1.42
H -1.78 6.64 0.43
H -2.83 4.12 -1.36
H -1.47 3.28 -0.70
H -1.34 4.97 -1.38
C -6.60 0.86 5.88
O -5.84 1.81 5.11
C -5.76 1.73 3.74
C -4.67 2.70 3.31
N -4.72 2.73 1.85
C -3.81 1.77 1.10
C -4.35 1.70 -0.32
O -3.42 0.99 -1.10
C -3.59 0.94 -2.50
H -6.04 0.18 6.51
H -7.37 0.31 5.34
H -7.22 1.54 6.47
H -6.65 2.05 3.20
H -5.43 0.78 3.32
H -3.66 2.59 3.71
H -5.05 3.67 3.66
H -4.45 3.67 1.60
H -3.80 0.79 1.56
H -2.75 2.05 1.12
H -4.53 2.66 -0.80
H -5.28 1.13 -0.28
H -2.76 0.30 -2.80
H -3.49 1.86 -3.08
H -4.51 0.39 -2.68
C 1.08 3.66 2.84
O 1.56 2.87 1.80
C 1.07 1.59 1.77
C 1.23 1.02 0.33
N 0.62 -0.26 0.04
C 0.72 -0.62 -1.44
C 0.34 -2.18 -1.64
O 0.43 -2.68 -2.99
C -0.76 -2.36 -3.75
H 0.06 3.86 2.52
H 1.61 4.60 2.97
H 1.16 3.06 3.75
H 0.06 1.51 2.17
H 1.82 1.06 2.35
H 2.26 0.93 0.01
H 0.73 1.78 -0.27
H -0.35 -0.40 0.26
H 1.64 -0.33 -1.94
H -0.12 -0.09 -1.89
H -0.63 -2.35 -1.18
H 1.05 -2.64 -0.95
H -0.63 -1.45 -4.34
H -1.64 -2.36 -3.11
H -0.76 -3.17 -4.47
C 9.12 1.82 8.31
O 8.95 3.13 7.73
C 7.80 3.18 6.79
C 7.22 4.68 6.79
N 5.85 4.71 6.30
C 5.35 6.02 6.00
C 3.80 5.89 5.90
O 3.16 5.74 7.22
C 1.71 5.73 7.21
H 9.31 1.00 7.62
H 8.37 1.56 9.05
H 10.11 1.99 8.72
H 7.11 2.53 7.32
H 8.03 2.75 5.81
H 7.84 5.24 6.09
H 7.31 5.07 7.80
H 5.23 4.47 7.06
H 5.72 6.34 5.02
H 5.70 6.77 6.70
H 3.48 5.22 5.10
H 3.49 6.84 5.46
H 1.43 6.76 6.96
H 1.26 5.32 8.11
H 1.26 5.13 6.42
C -7.46 -3.67 -1.79
O -6.55 -2.69 -1.32
C -6.20 -1.86 -2.41
C -5.20 -2.32 -3.42
N -5.91 -2.96 -4.55
C -5.14 -3.33 -5.67
C -4.07 -4.49 -5.36
O -4.70 -5.81 -5.45
C -4.04 -6.88 -4.75
H -7.07 -4.41 -2.49
H -8.38 -3.19 -2.13
H -7.61 -4.43 -1.02
H -5.74 -0.96 -1.99
H -7.00 -1.34 -2.93
H -4.47 -3.00 -2.98
H -4.68 -1.46 -3.83
H -6.64 -2.33 -4.85
H -4.75 -2.42 -6.13
H -5.78 -3.85 -6.39
H -3.61 -4.49 -4.37
H -3.36 -4.41 -6.19
H -4.03 -6.72 -3.67
H -3.07 -6.95 -5.24
H -4.38 -7.91 -4.88
C -2.03 3.40 8.18
O -2.60 2.08 8.00
C -1.77 1.08 7.42
C -1.37 1.37 6.02
N -0.24 0.58 5.45
C -0.33 -0.88 5.56
C -0.59 -1.52 4.22
O -1.59 -0.85 3.56
C -2.95 -1.13 3.85
H -1.86 3.81 7.19
H -1.11 3.52 8.76
H -2.79 3.93 8.75
H -2.29 0.15 7.62
H -0.81 0.99 7.93
H -1.15 2.44 6.02
H -2.22 1.20 5.36
H -0.30 0.64 4.44
H -1.06 -1.16 6.32
H 0.58 -1.18 6.06
H -0.65 -2.61 4.21
H 0.15 -1.50 3.42
H -3.11 -0.73 4.85
H -3.16 -2.20 3.92
H -3.57 -0.59 3.13
C 0.61 -5.63 -2.95
O 1.09 -6.82 -2.43
C 0.85 -6.85 -0.97
C -0.55 -6.85 -0.38
N -0.89 -5.72 0.42
C -2.15 -5.66 1.16
C -2.49 -4.11 1.38
O -2.55 -3.41 0.08
C -3.32 -2.25 -0.04
H 0.85 -4.75 -2.36
H -0.48 -5.57 -3.00
H 0.79 -5.36 -3.99
H 1.49 -6.12 -0.48
H 1.43 -7.76 -0.78
H -0.65 -7.67 0.33
H -1.24 -7.04 -1.20
H -0.81 -4.86 -0.10
H -2.20 -6.16 2.13
H -2.88 -6.20 0.55
H -1.73 -3.59 1.97
H -3.41 -4.02 1.96
H -3.35 -1.77 -1.02
H -2.97 -1.46 0.63
H -4.36 -2.51 0.19
C 10.00 8.87 3.14
O 8.98 8.82 2.13
C 8.01 9.81 2.09
C 7.02 9.60 3.17
N 6.20 8.40 3.10
C 4.93 8.60 2.41
C 4.15 7.24 2.25
O 4.88 6.31 1.40
C 4.01 5.29 0.82
H 10.71 9.64 2.83
H 10.55 7.95 3.33
H 9.43 9.04 4.06
H 7.34 9.74 1.23
H 8.30 10.83 1.85
H 6.36 10.46 3.31
H 7.45 9.58 4.17
H 6.72 7.83 2.44
H 5.06 9.09 1.44
H 4.32 9.31 2.97
H 3.14 7.52 1.94
H 3.77 6.91 3.22
H 3.53 4.64 1.54
H 4.82 4.67 0.44
H 3.38 5.54 -0.03

Results of the Löwdin charge analysis, in e, for atoms 1 through 8: -0.160, -0.187, -0.207, -0.266, -0.055, -0.204, -0.267, -0.172

# 2
A 3-piece molecular cluster, C4H14O3 overall, computed with ωB97M-V with the def2-TZVPD basis set.

Properties
* structure (SMILES): CCO.CCO.O
* Kohn-Sham gap: 10.4 eV
* HOMO energy: -9.719 eV

Atoms and positions in Å:
O 11.75 -21.46 6.49
H 12.66 -21.74 6.51
H 11.31 -22.12 5.95
C 10.30 -19.99 8.97
C 9.14 -19.31 8.29
O 9.06 -19.92 7.02
H 10.04 -21.04 8.85
H 10.30 -19.84 10.05
H 11.32 -19.83 8.63
H 9.42 -18.28 8.06
H 8.20 -19.48 8.82
H 9.92 -20.34 6.93
C 9.21 -22.09 4.16
C 10.40 -22.78 3.51
O 11.20 -23.46 4.48
H 9.61 -21.33 4.83
H 8.63 -22.82 4.71
H 8.51 -21.61 3.47
H 11.02 -22.04 3.00
H 10.07 -23.52 2.78
H 11.64 -24.06 3.88

Results of the Löwdin charge analysis, in e, for atoms 1 through 8: -0.042, 0.047, -0.003, -0.112, -0.312, -0.104, 0.080, 0.071

# 3
C4H6Br3NO2 as an isolated structure, computed with ωB97M-V with the def2-TZVPD basis set.

Properties
* Kohn-Sham gap: 9.2 eV
* HOMO energy: -9.077 eV

Atoms and positions in Å:
C -0.61 -1.78 -1.69
C 0.73 -0.72 0.21
C -0.36 -1.39 -0.22
C -3.08 0.72 -0.11
N -2.24 1.63 -0.49
O -1.90 2.38 0.68
O -1.71 1.94 -1.54
Br -1.68 -2.08 1.02
Br -3.87 -0.30 -1.43
Br -4.05 0.62 1.54
H 0.31 -1.43 -2.19
H -1.53 -1.34 -2.05
H -0.68 -2.84 -1.68
H 0.84 -0.32 1.24
H -1.36 3.08 0.39
H 1.71 -0.74 -0.26

Results of the Löwdin charge analysis, in e, for atoms 1 through 8: -0.134, -0.051, -0.756, -1.173, -0.421, 0.004, 0.008, 0.682

# 4
A 2-piece molecular cluster, C6H10N3OS overall, computed with ωB97M-V with the def2-TZVPD basis set.

Properties
* Kohn-Sham gap (spin up / spin down): 6.9 / 6.7 eV
* charge: +1
* HOMO energy (spin up / spin down): -11.555 / -11.016 eV

Atoms and positions in Å:
C -0.77 0.68 -1.30
C -0.21 1.58 0.93
C 1.88 -0.84 -1.04
C -0.20 1.91 -0.50
C -0.16 -0.70 0.37
C -0.57 -3.36 -0.24
N -0.81 -0.47 -0.78
N -0.02 0.28 1.22
N -0.05 2.53 1.93
O 2.05 0.00 -1.87
S -0.28 -2.19 1.20
H -1.30 0.87 -2.13
H 2.30 -1.80 -0.83
H 0.79 2.08 -1.07
H -0.75 2.84 -0.55
H -1.06 -4.38 -0.10
H 0.41 -3.44 -0.59
H -1.10 -2.77 -1.08
H 0.07 0.04 2.21
H -0.35 3.50 1.70
H -0.44 2.26 2.79

Results of the Löwdin charge analysis, in e, for atoms 1 through 8: -0.065, -0.230, 0.020, -0.041, -0.780, -0.302, 0.061, 0.093

# 5
A 2-piece molecular cluster, C3H10N2O overall, computed with ωB97M-V with the def2-TZVPD basis set.

Properties
* structure (SMILES): C/C(N)=C/N.O
* Kohn-Sham gap: 7.9 eV
* HOMO energy: -7.146 eV

Atoms and positions in Å:
C -0.45 2.24 0.20
C 0.24 0.89 0.01
C 0.10 0.20 -1.13
N 0.94 -0.91 -1.42
N 0.85 0.33 1.18
H -0.79 2.67 -0.71
H 0.03 3.00 0.81
H -1.42 2.12 0.81
H -0.87 0.24 -1.61
H 1.40 -1.30 -0.62
H 0.95 -1.38 -2.30
H 0.84 -0.68 1.19
H 1.74 0.70 1.49
H -1.45 -2.13 1.09
H -1.29 -3.19 0.12
O -0.81 -2.83 0.88

Results of the Löwdin charge analysis, in e, for atoms 1 through 8: -0.082, -0.404, -0.184, 0.030, 0.067, 0.049, 0.062, 0.091

# 6
A 8-piece molecular cluster, C33H55Br17N3O2S overall, computed with ωB97M-V with the def2-TZVPD basis set.

Properties
* Kohn-Sham gap: 6.3 eV
* charge: +1
* HOMO energy: -9.842 eV

Atoms and positions in Å:
C 1.93 3.39 2.33
C 1.12 2.37 1.70
C -0.21 2.64 0.86
N -0.16 2.52 -0.62
N 0.26 3.59 -1.39
C 0.93 4.53 -0.81
O 1.69 5.34 -0.21
C -1.63 2.31 -1.07
Br -1.95 3.17 -2.88
C -2.20 0.82 -0.95
N -3.36 0.61 -1.89
O -1.30 -0.29 -1.17
C 0.02 -0.08 -0.53
C 0.87 -1.39 -1.00
C 1.86 -2.04 0.04
C 2.76 -3.29 -0.37
C 2.66 -3.88 -1.82
C 1.66 -3.26 -2.87
C 0.75 -1.98 -2.45
C 0.56 1.29 -1.18
C 2.16 1.44 -1.30
C 2.60 1.75 -2.85
C 4.10 1.18 -3.17
S 5.33 1.49 -1.80
H 1.50 4.38 2.75
H 3.05 3.18 2.44
H 1.48 1.27 1.81
H -0.97 1.86 1.27
H -0.65 3.65 1.25
H -2.24 2.98 -0.34
H -2.66 0.69 0.11
H -4.02 1.41 -1.81
H -3.04 0.47 -2.86
H -0.03 -0.10 0.62
H 1.91 -1.58 1.11
H 3.47 -3.70 0.46
H 3.33 -4.77 -2.08
H 1.61 -3.74 -3.91
H 0.04 -1.52 -3.22
H 0.19 1.25 -2.28
H 2.60 2.33 -0.69
H 2.77 0.52 -0.98
H 1.87 1.31 -3.62
H 2.69 2.91 -2.92
H 4.00 0.08 -3.48
H 4.48 1.79 -4.09
H 4.90 2.49 -0.94
Br 7.35 1.28 -5.86
C 7.23 -0.33 -4.78
C 7.14 -1.56 -5.64
Br 5.36 -1.76 -6.41
H 6.38 -0.20 -4.11
H 8.15 -0.34 -4.19
H 7.30 -2.46 -5.04
H 7.85 -1.56 -6.47
Br -0.90 6.06 1.97
C -2.26 5.94 3.37
C -1.73 5.23 4.59
Br -1.64 3.30 4.30
H -3.13 5.46 2.93
H -2.51 6.98 3.61
H -2.41 5.36 5.43
H -0.73 5.55 4.88
Br 1.60 2.66 4.99
C 1.62 1.57 6.61
C 1.04 2.32 7.78
Br 2.30 3.64 8.47
H 2.65 1.25 6.77
H 1.01 0.70 6.37
H 0.85 1.64 8.62
H 0.12 2.85 7.54
Br 1.64 10.03 9.28
C 1.53 8.42 10.37
C 1.44 7.18 9.51
Br -0.35 6.98 8.75
H 0.68 8.54 11.04
H 2.45 8.41 10.96
H 1.60 6.28 10.11
H 2.14 7.19 8.67
Br -0.29 -3.97 -2.23
C -1.82 -5.14 -1.85
C -2.59 -5.46 -3.11
Br -3.69 -3.95 -3.67
H -2.42 -4.63 -1.09
H -1.38 -6.04 -1.42
H -3.30 -6.27 -2.93
H -1.95 -5.72 -3.95
Br 2.99 -0.51 10.85
C 1.47 -1.66 11.24
C 0.69 -1.99 9.99
Br -0.40 -0.47 9.42
H 0.87 -1.16 12.00
H 1.90 -2.57 11.67
H -0.02 -2.80 10.17
H 1.33 -2.26 9.14
Br -3.01 -4.22 -7.59
C -4.66 -4.67 -8.54
C -5.88 -4.34 -7.71
Br -6.15 -5.66 -6.30
H -4.59 -5.72 -8.81
H -4.63 -4.06 -9.44
H -6.78 -4.38 -8.32
H -5.82 -3.37 -7.22
Br -8.11 -6.01 -10.28
C -7.64 -7.57 -9.20
C -7.24 -8.74 -10.07
Br -8.79 -9.58 -10.89
H -8.50 -7.78 -8.56
H -6.80 -7.25 -8.58
H -6.77 -9.52 -9.47
H -6.56 -8.46 -10.88

Results of the Löwdin charge analysis, in e, for atoms 1 through 8: -0.144, -0.157, -0.167, -0.255, 0.040, -0.091, 0.127, -0.454

Number 1: strongest force on any atom 0.082 Eh/bohr. Number 2: strongest force on any atom 0.040 Eh/bohr. Number 3: strongest force on any atom 0.052 Eh/bohr. Number 4: strongest force on any atom 0.116 Eh/bohr. Number 5: strongest force on any atom 0.061 Eh/bohr. Number 6: strongest force on any atom 0.170 Eh/bohr.